A structure of composition C21H32AsBaClN3S2Si2. Source: OMol25; level of theory: the ωB97M-V functional and the def2-TZVPD basis.

```
63
Properties=species:S:1:pos:R:3:mulliken_charge:R:1
Ba -1.4471 0.2759 -0.9221 0.88
C -7.0978 -1.2171 -1.3462 -0.85
S -6.6171 -0.5310 0.2455 -0.04
C -5.0869 0.2777 -0.1034 0.29
S -4.4901 0.3942 -1.7003 -0.46
N -4.6104 0.7701 1.0084 -0.99
N -3.3774 1.3356 0.8938 0.75
C -3.0704 2.1891 1.7978 -0.99
C -1.7672 2.8691 1.7570 0.90
C -1.4860 3.8767 2.6796 -0.83
C -0.2745 4.5379 2.6120 -0.31
C 0.6352 4.1740 1.6281 -0.79
C 0.2835 3.1499 0.7647 -0.34
N -0.8881 2.5136 0.8112 0.11
H -8.0340 -1.7444 -1.1611 0.33
H -6.3461 -1.9141 -1.7079 0.26
H -7.2508 -0.4328 -2.0828 0.28
H -3.7766 2.4636 2.5799 0.24
H -2.2227 4.1248 3.4320 0.36
H -0.0389 5.3256 3.3162 0.42
H 1.5989 4.6545 1.5359 0.43
H 0.9717 2.8166 -0.0062 0.57
C 4.7077 0.3905 -3.0194 -1.07
Si 2.8593 0.7851 -2.9677 0.52
C 2.7379 2.5870 -2.3810 -1.02
C 2.2514 0.8129 -4.7561 -1.15
As 1.5893 -0.7651 -1.8426 -0.34
Si 2.4364 -0.5877 0.3129 0.70
C 3.3660 1.0023 0.7625 -0.95
C 1.0396 -0.7418 1.5775 -0.26
C 3.6561 -1.9767 0.6919 -1.11
H 5.2407 1.1012 -3.6590 0.34
H 4.8754 -0.6170 -3.4042 0.28
H 5.1485 0.4376 -2.0220 0.27
H 3.3843 3.2447 -2.9712 0.40
H 3.0317 2.6849 -1.3349 0.26
H 1.7096 2.9450 -2.4828 0.19
H 2.9253 1.3931 -5.3929 0.29
H 1.2583 1.2647 -4.8133 0.27
H 2.1805 -0.1977 -5.1618 0.31
H 2.7133 1.8770 0.7720 0.01
H 4.1880 1.2030 0.0742 0.22
H 3.7882 0.8978 1.7669 0.39
H 0.4018 0.1497 1.6175 0.22
H 1.4605 -0.8691 2.5798 0.35
H 0.4144 -1.6152 1.3858 -0.44
H 4.5106 -1.9357 0.0129 0.26
H 3.1630 -2.9420 0.5668 0.22
H 4.0232 -1.9111 1.7208 0.34
Cl -3.1485 -1.9513 2.3899 -0.23
C -1.8077 -2.9543 1.8820 0.92
C -1.0395 -3.5560 2.8575 -0.51
C 0.0787 -4.3020 2.5119 -0.50
C 0.3929 -4.4199 1.1602 -0.54
C -0.3860 -3.8228 0.1919 -0.50
C -1.5362 -3.0522 0.4957 1.29
C -2.2790 -2.3535 -0.5095 -2.80
H -1.3160 -3.4237 3.8964 0.38
H 0.6866 -4.7712 3.2738 0.33
H 1.2617 -4.9952 0.8593 0.40
H -0.1089 -3.9158 -0.8525 0.20
H -2.1227 -2.7796 -1.5095 0.41
H -3.3432 -2.2289 -0.3118 0.47
```

## Properties
- DFT total energy (eV) = -138251.6634
- F_max (eV/A) = 0.4
- orbital gap (eV) = 5.20
- total charge = -1
- ΔE to the lowest compared entry with this formula, charge and spin (kJ/mol) = 8.25

A structure of composition C38H31F10KN10O. Source: OMol25; level of theory: the ωB97M-V functional and the def2-TZVPD basis.

```
91
Properties=species:S:1:pos:R:3:mulliken_charge:R:1
K -1.1639 0.1289 -0.0747 1.49
C 0.7324 -3.4343 0.7679 -1.03
N 0.3387 -2.0437 0.7348 1.33
C -0.2685 -1.6436 2.0065 -0.15
C -1.6945 -2.1973 2.1746 -1.50
N -2.6152 -1.5999 1.2249 -0.79
C -3.3077 -2.2934 0.3432 0.26
C -3.3356 -3.6877 0.0306 0.63
F -2.5368 -4.5657 0.7002 -0.39
C -4.1398 -4.2430 -0.9445 0.02
F -4.0832 -5.5764 -1.1571 -0.36
C -4.9977 -3.4799 -1.7115 0.84
F -5.7806 -4.0357 -2.6715 -0.38
C -5.0139 -2.1128 -1.4654 -0.06
F -5.8408 -1.3224 -2.1863 -0.35
C -4.2172 -1.5623 -0.4976 0.09
F -4.3037 -0.2179 -0.3106 -0.26
C 1.4543 -1.1763 0.3452 0.82
C 1.9833 -1.5186 -1.0498 -1.91
N 0.8852 -1.4872 -2.0055 -0.29
C 0.6540 -2.4484 -2.8842 0.18
C 1.3956 -3.6120 -3.2350 0.29
F 2.5955 -3.8798 -2.6483 -0.39
C 0.9912 -4.5162 -4.2007 0.07
F 1.7716 -5.5899 -4.4573 -0.34
C -0.1691 -4.3410 -4.9261 0.67
F -0.5617 -5.2370 -5.8666 -0.36
C -0.9264 -3.2088 -4.6484 -0.01
F -2.0612 -2.9873 -5.3413 -0.35
C -0.5286 -2.3205 -3.6834 0.01
F -1.3103 -1.2290 -3.4836 -0.33
H 1.0564 -3.7645 -0.2180 0.11
H -0.1121 -4.0576 1.0533 0.29
H 1.5572 -3.6100 1.4843 0.31
H -0.2993 -0.5505 2.0568 -0.24
H 0.3535 -1.9482 2.8677 0.21
H -2.0121 -1.9126 3.1887 0.47
H -1.6642 -3.2876 2.1676 0.43
H 2.2716 -1.2264 1.0783 -0.43
H 1.1249 -0.1329 0.3335 -0.67
H 2.5275 -2.4629 -1.0198 0.73
H 2.7159 -0.7421 -1.2900 0.36
C 4.7465 -1.3496 4.1289 -0.45
C 4.8724 -0.4037 3.1149 -0.82
C 3.7923 0.3689 2.7251 0.41
C 2.5490 0.2127 3.3506 -0.96
C 2.4264 -0.7409 4.3611 0.01
C 3.5140 -1.5111 4.7462 -0.85
N 1.4408 0.9222 2.8858 0.22
C 1.3288 2.1729 3.2127 0.96
C 2.1961 2.8492 4.1757 -1.00
C 1.9666 4.1140 4.5899 -0.53
C 0.8671 4.8801 4.0985 -0.83
C 0.0480 4.3114 3.1737 -0.59
C 0.2547 2.9951 2.6888 0.14
N -0.5102 2.4786 1.6814 0.92
N -1.5305 3.1798 1.3633 -1.14
C -2.1727 2.8824 0.1570 0.22
C -3.5731 2.9828 0.1585 -0.69
C -4.2570 2.8768 -1.0263 -0.33
C -3.5382 2.7037 -2.2071 -1.21
C -2.1657 2.5973 -2.1143 -0.41
N -1.4797 2.6657 -0.9679 0.41
H 5.5918 -1.9607 4.4212 0.35
H 5.8244 -0.2735 2.6120 0.38
H 3.8735 1.0945 1.9237 0.48
H 1.4579 -0.8754 4.8272 0.46
H 3.3935 -2.2510 5.5300 0.34
H 3.0317 2.2926 4.5781 0.36
H 2.6380 4.5577 5.3186 0.36
H 0.7082 5.8961 4.4364 0.35
H -0.7781 4.8677 2.7534 0.39
H -4.0779 3.1199 1.1040 0.45
H -5.3392 2.9121 -1.0383 0.34
H -4.0262 2.6217 -3.1684 0.41
H -1.5697 2.4251 -2.9991 0.60
C 0.2482 3.9238 -3.5559 -1.13
N 1.1215 3.3383 -2.5856 0.17
C 1.7891 4.1164 -1.5718 -0.51
C 2.3919 3.0175 -0.6962 0.06
O 3.1806 3.2427 0.2002 -0.70
N 1.9437 1.8011 -1.1299 -0.08
C 1.1896 2.0249 -2.1973 0.03
N 0.5572 1.0520 -2.8519 0.24
H 0.7659 4.7294 -4.0848 0.36
H -0.6591 4.3392 -3.1031 0.37
H -0.0538 3.1927 -4.3054 0.35
H 1.0919 4.7150 -0.9758 0.28
H 2.5686 4.7646 -1.9809 0.36
H 0.6970 0.0173 -2.5678 0.08
H 0.1995 1.2442 -3.7705 0.36
```

## Properties
- DFT total energy (eV) = -100356.8218
- F_max (eV/A) = 0.6
- orbital gap (eV) = 5.39
- total charge = -2
- ΔE to the lowest compared entry with this formula, charge and spin (kJ/mol) = 182.45

A structure of composition C22H28As2BrCaClF6N4O9S2 in a non-equilibrium geometry. Source: OMol25; level of theory: the ωB97M-V functional and the def2-TZVPD basis.

```
76
Properties=species:S:1:pos:R:3:mulliken_charge:R:1
Ca 0.2343 -0.5328 -0.0718 0.97
C -2.5459 1.9968 -2.6918 -1.39
As -1.9915 0.4836 -1.6384 1.64
C -3.7745 -0.0932 -1.1412 -1.44
C -1.7436 -0.6813 -3.2355 0.21
C -2.8693 -1.0651 -3.9592 -0.68
C -2.7680 -1.8673 -5.0827 -0.86
C -1.5219 -2.3077 -5.5062 -0.88
C -0.3895 -1.9347 -4.8010 -0.51
C -0.4776 -1.1311 -3.6659 0.05
As 1.1787 -0.7174 -2.6771 1.35
C 2.0007 -2.5030 -2.7729 -1.46
C 2.1247 0.0867 -4.1288 -1.38
H -3.2934 1.6515 -3.4011 0.54
H -1.6924 2.4076 -3.2215 0.22
H -2.9736 2.7554 -2.0369 0.43
H -4.5052 0.3542 -1.8090 0.56
H -3.9680 0.2375 -0.1250 0.06
H -3.8462 -1.1773 -1.1622 0.47
H -3.8517 -0.7417 -3.6393 0.29
H -3.6615 -2.1556 -5.6226 0.40
H -1.4327 -2.9461 -6.3765 0.39
H 0.5756 -2.2927 -5.1381 0.18
H 2.3062 -2.7443 -3.7885 0.57
H 1.2880 -3.2409 -2.4079 0.35
H 2.8725 -2.5237 -2.1197 0.41
H 2.1773 -0.6255 -4.9475 0.49
H 3.1303 0.3575 -3.8083 0.45
H 1.5968 0.9813 -4.4401 0.31
F 3.9771 1.2714 2.6320 -0.19
C 2.9778 1.9819 2.1393 0.43
F 3.4414 3.0569 1.5054 -0.17
F 2.1748 2.3569 3.1283 -0.18
S 2.0303 0.9732 0.9446 0.86
O 0.9303 1.8078 0.4783 -0.35
O 2.9378 0.4985 -0.0759 -0.62
N 1.4323 -0.2143 1.8873 -0.63
S 2.1112 -1.6906 1.5814 1.24
O 3.5304 -1.7364 1.7447 -0.65
O 1.5569 -2.2162 0.3046 -0.58
C 1.4803 -2.6604 3.0678 0.55
F 1.4705 -3.9379 2.7524 -0.18
F 2.3725 -2.4444 4.0315 -0.21
F 0.3082 -2.2362 3.4872 -0.15
O -2.9896 -2.8419 0.4905 -0.65
Cl -1.6077 -2.4985 0.5418 1.74
O -0.8479 -3.4871 1.2608 -0.62
O -1.4326 -1.1228 1.1903 -0.65
O -1.0433 -2.2978 -0.8418 -0.62
N 0.6753 2.3843 -2.5745 -0.16
C 1.2846 3.3643 -2.6393 -0.13
N 2.0142 4.4705 -2.7811 0.33
C 2.3031 5.3322 -1.6354 -0.04
C 3.6558 5.9742 -1.8519 -0.75
O 3.7266 6.6374 -3.1073 -0.38
C 3.4941 5.7357 -4.1811 -0.62
C 2.1162 5.1349 -4.0827 -0.56
H 2.3018 4.7344 -0.7243 0.06
H 1.5339 6.1067 -1.5464 0.25
H 4.4438 5.2150 -1.7889 0.35
H 3.8287 6.7332 -1.0913 0.35
H 4.2455 4.9380 -4.1646 0.32
H 3.5990 6.3051 -5.1023 0.36
H 1.9421 4.4118 -4.8769 0.41
H 1.3647 5.9278 -4.1493 0.28
Br 0.1020 5.1863 1.8459 -0.17
C -1.2178 3.8239 1.9317 -0.04
C -1.6562 3.3606 3.1559 -0.23
C -2.6492 2.3926 3.1644 -0.64
C -3.1473 1.9432 1.9549 -0.32
N -2.7127 2.3819 0.7727 -0.21
C -1.7540 3.3071 0.7648 -0.13
H -1.2466 3.7573 4.0750 0.45
H -3.0390 2.0049 4.0961 0.43
H -3.9428 1.2069 1.9308 0.36
H -1.3996 3.6445 -0.2033 0.35
```

## Properties
- DFT total energy (eV) = -308304.9403
- F_max (eV/A) = 3.2
- orbital gap (eV) = 9.08
- ΔE to the lowest compared entry with this formula, charge and spin (kJ/mol) = 271.14

A cluster of 2 separate species, C4H9N2O2 in total in a non-equilibrium geometry. Source: OMol25; level of theory: the ωB97M-V functional and the def2-TZVPD basis.

```
17
Properties=species:S:1:pos:R:3:mulliken_charge:R:1
C 3.1278 -0.6207 0.2262 0.35
C -3.4230 0.8907 0.2523 -1.10
C -2.3967 -0.1399 -0.2284 -0.23
C -1.0673 0.1458 -0.1715 0.13
N 3.8121 0.3462 0.1060 0.28
N 2.0211 -1.2271 0.4117 -0.34
O 4.7632 1.0943 -0.2375 -0.37
O -0.1646 -0.7583 -0.7563 -0.54
H -4.1889 1.1755 -0.5044 0.32
H -3.7637 0.3570 1.1414 0.28
H -3.0358 1.8887 0.4107 0.33
H -2.7654 -1.0462 -0.7239 0.27
H 5.4693 1.4137 0.3888 0.42
H -0.7430 1.1916 0.0153 0.26
H 2.0375 -2.2646 0.4674 0.29
H 1.0354 -0.8737 0.1129 0.33
H -0.7180 -1.5730 -0.9106 0.31
```

## Properties
- DFT total energy (eV) = -11357.1593
- F_max (eV/A) = 4.3
- orbital gap (eV) = 8.30
- total charge = +1
- ΔE to the lowest compared entry with this formula, charge and spin (kJ/mol) = 560.41